Computed, not measured: a 17-piece molecular cluster, C48H80Cl2N18O2 overall in a non-equilibrium geometry, with ωB97M-V/def2-TZVPD.

For the maximum force, the calculation gives 1.6 eV/A. For the LUMO energy, the calculation gives 0.0096 hartree. As for the spin multiplicity: 1. The value obtained for the electronic energy is -3933.30779 hartree. The value obtained for the HOMO energy is -8.833 eV. The value obtained for the HOMO-LUMO gap is 9.094 eV.

Positions of all 150 atoms, in Å:
C: 4.871 -1.896 -1.124
C: 3.801 -2.498 -2.059
C: 2.489 -2.707 -1.319
Cl: 1.655 -4.198 -2.031
N: 1.681 -1.520 -1.298
C: 0.723 -1.663 -0.183
C: 1.366 -1.140 1.126
C: 0.633 0.018 1.778
Cl: 1.520 -2.531 2.288
C: 0.989 -1.282 -2.576
C: 0.797 0.207 -2.917
C: -0.465 0.838 -2.289
C: -1.692 0.218 -2.969
C: -2.997 1.026 -2.835
C: -3.865 0.406 -1.747
N: -5.203 1.029 -1.615
C: -5.060 2.257 -0.836
C: -6.097 0.150 -0.974
C: -6.432 -1.138 -1.683
O: -6.615 0.402 0.110
O: 1.996 0.935 -2.726
C: 2.161 1.517 -1.453
H: 5.115 -0.889 -1.454
H: 5.766 -2.500 -1.102
H: 4.490 -1.807 -0.107
H: 4.154 -3.475 -2.381
H: 3.673 -1.891 -2.951
H: 2.715 -2.988 -0.297
H: 0.470 -2.708 -0.005
H: -0.213 -1.145 -0.360
H: 2.389 -0.875 0.877
H: 0.984 0.976 1.397
H: -0.433 -0.019 1.567
H: 0.801 0.024 2.851
H: 0.036 -1.813 -2.559
H: 1.554 -1.712 -3.397
H: 0.617 0.237 -3.992
H: -0.447 1.907 -2.492
H: -0.500 0.682 -1.215
H: -1.487 0.099 -4.033
H: -1.881 -0.787 -2.593
H: -3.556 0.909 -3.764
H: -2.827 2.092 -2.708
H: -3.353 0.439 -0.777
H: -3.996 -0.640 -2.011
H: -6.020 2.728 -0.645
H: -4.405 2.957 -1.337
H: -4.608 2.039 0.136
H: -5.651 -1.871 -1.480
H: -6.495 -1.032 -2.764
H: -7.348 -1.542 -1.269
H: 1.592 2.439 -1.329
H: 3.211 1.799 -1.372
H: 1.967 0.826 -0.640
C: 2.351 -7.565 -4.004
C: 3.684 -8.020 -4.385
N: 4.740 -8.376 -4.667
H: 2.412 -6.553 -3.610
H: 1.690 -7.574 -4.869
H: 1.945 -8.221 -3.237
C: -5.445 6.339 -0.661
C: -4.258 5.701 -1.209
N: -3.319 5.167 -1.604
H: -5.179 7.303 -0.235
H: -6.196 6.484 -1.437
H: -5.855 5.713 0.118
C: 7.700 -4.506 -3.157
C: 7.893 -3.174 -2.597
N: 7.991 -2.129 -2.131
H: 8.460 -5.185 -2.776
H: 6.719 -4.872 -2.872
H: 7.768 -4.461 -4.243
C: -4.599 3.925 2.929
C: -5.191 5.226 2.636
N: -5.666 6.248 2.404
H: -4.103 3.952 3.899
H: -5.380 3.167 2.942
H: -3.866 3.669 2.165
C: -8.136 1.720 -4.410
C: -6.955 1.065 -4.959
N: -6.012 0.546 -5.361
H: -7.853 2.679 -3.979
H: -8.873 1.880 -5.192
H: -8.572 1.094 -3.634
C: 5.624 -7.853 -1.439
C: 5.884 -6.515 -0.916
N: 6.080 -5.462 -0.499
H: 6.368 -8.549 -1.067
H: 4.640 -8.189 -1.122
H: 5.658 -7.835 -2.529
C: -2.810 5.056 7.446
C: -2.753 4.023 6.417
N: -2.693 3.226 5.591
H: -2.385 4.682 8.375
H: -2.249 5.929 7.119
H: -3.844 5.349 7.617
C: -11.948 0.542 -2.885
C: -11.553 0.935 -4.234
N: -11.241 1.242 -5.295
H: -11.072 0.502 -2.239
H: -12.654 1.266 -2.483
H: -12.417 -0.439 -2.911
C: 4.634 -3.496 3.830
C: 5.845 -3.495 4.643
N: 6.803 -3.499 5.280
H: 4.446 -4.501 3.458
H: 3.785 -3.174 4.429
H: 4.757 -2.820 2.987
C: -0.164 6.015 -0.068
C: -0.187 4.591 0.264
N: -0.201 3.470 0.520
H: 0.689 6.229 -0.700
H: -1.076 6.282 -0.594
H: -0.090 6.601 0.840
C: 1.685 8.158 -3.872
C: 0.807 8.277 -2.714
N: 0.117 8.371 -1.800
H: 2.257 7.234 -3.808
H: 1.091 8.147 -4.783
H: 2.371 9.002 -3.902
C: 7.568 -11.541 -3.045
C: 6.699 -11.226 -1.916
N: 6.011 -10.978 -1.030
H: 8.049 -12.503 -2.881
H: 6.980 -11.584 -3.959
H: 8.331 -10.772 -3.147
C: -6.520 8.559 4.833
C: -5.232 8.344 5.481
N: -4.221 8.179 6.002
H: -6.961 7.603 4.569
H: -7.186 9.094 5.509
H: -6.380 9.143 3.927
C: 9.960 -4.376 4.322
C: 10.341 -5.316 3.272
N: 10.639 -6.058 2.447
H: 10.330 -4.729 5.282
H: 10.388 -3.397 4.113
H: 8.877 -4.286 4.371
C: -2.075 7.278 3.995
C: -0.857 6.624 3.522
N: 0.095 6.109 3.136
H: -1.829 8.238 4.445
H: -2.757 7.439 3.162
H: -2.566 6.653 4.737
C: 5.043 -4.664 8.159
C: 3.748 -4.640 7.487
N: 2.737 -4.616 6.943
H: 5.065 -3.916 8.949
H: 5.217 -5.646 8.594
H: 5.830 -4.447 7.438

Mulliken population analysis, charges in e, atoms 1 to 8:
1. C -0.91
2. C -0.51
3. C -0.39
4. Cl -0.32
5. N 0.86
6. C -1.05
7. C 0.51
8. C -1.18


Computed, not measured: a 12-piece molecular cluster, C48H84N12 overall in a non-equilibrium geometry, with ωB97M-V/def2-TZVPD.

The calculation puts the energy relative to the best compared isomer or geometry (same formula, charge and spin) at 1.9747 eV. For the maximum force, the calculation gives 3.4 eV/A. For the LUMO energy, the calculation gives -0.0037 hartree. As for the spin multiplicity: 1. The value obtained for the electronic energy is -2536.31196 hartree. As for the SMILES: CCCC#N.CCCC#N.CCCC#N.CCCC#N.CCCC#N.CCCC#N.CCCC#N.CCCC#N.CCCC#N.CCCC#N.CCCC#N.CCCC#N. The value obtained for the HOMO energy is -10.667 eV. The value obtained for the HOMO-LUMO gap is 10.566 eV.

Positions of all 144 atoms, in Å:
C: -19.307 16.411 21.902
C: -19.352 17.676 21.013
C: -20.713 18.407 21.070
C: -21.166 18.698 22.458
N: -21.571 18.966 23.495
H: -19.716 16.515 22.906
H: -18.249 16.196 22.056
H: -19.823 15.534 21.509
H: -19.080 17.437 19.984
H: -18.606 18.366 21.408
H: -21.546 17.866 20.619
H: -20.736 19.290 20.432
C: -21.006 14.936 11.856
C: -21.741 14.961 10.547
C: -21.600 13.592 9.831
C: -21.658 12.361 10.633
N: -21.655 11.406 11.289
H: -21.407 14.270 12.620
H: -20.978 15.914 12.336
H: -19.964 14.636 11.749
H: -21.415 15.814 9.951
H: -22.802 15.172 10.685
H: -20.575 13.608 9.460
H: -22.273 13.464 8.983
C: -14.385 20.760 11.249
C: -13.873 19.412 11.744
C: -14.316 18.870 13.115
C: -15.743 18.629 13.192
N: -16.894 18.400 13.260
H: -14.299 21.547 11.998
H: -15.431 20.573 11.006
H: -13.834 21.029 10.348
H: -12.786 19.466 11.804
H: -14.068 18.635 11.004
H: -14.091 19.542 13.943
H: -13.770 17.956 13.351
C: -19.574 17.458 14.756
C: -20.754 17.589 15.689
C: -20.531 17.814 17.216
C: -19.702 18.948 17.571
N: -19.027 19.856 17.847
H: -19.887 17.580 13.719
H: -19.109 16.473 14.814
H: -18.852 18.253 14.943
H: -21.395 16.719 15.550
H: -21.315 18.468 15.371
H: -20.033 16.977 17.706
H: -21.499 17.906 17.708
C: -25.088 18.408 10.003
C: -24.691 19.319 11.176
C: -23.675 18.760 12.222
C: -22.297 18.695 11.703
N: -21.226 18.611 11.278
H: -24.220 18.086 9.428
H: -25.748 18.897 9.287
H: -25.634 17.540 10.375
H: -25.595 19.657 11.682
H: -24.240 20.267 10.882
H: -23.982 17.759 12.525
H: -23.676 19.362 13.130
C: -20.201 12.885 14.873
C: -21.684 12.607 15.170
C: -21.882 12.320 16.715
C: -21.570 13.484 17.552
N: -21.288 14.381 18.228
H: -19.530 12.130 15.283
H: -19.800 13.879 15.076
H: -20.051 12.867 13.794
H: -22.087 11.779 14.586
H: -22.320 13.458 14.928
H: -21.296 11.442 16.986
H: -22.956 12.165 16.817
C: -19.915 21.009 13.916
C: -20.945 21.948 13.316
C: -20.537 23.389 13.289
C: -19.326 23.803 12.500
N: -18.425 24.204 11.858
H: -19.825 21.076 15.000
H: -18.946 21.102 13.426
H: -20.300 20.007 13.728
H: -21.886 21.804 13.847
H: -21.076 21.637 12.280
H: -20.165 23.590 14.294
H: -21.306 24.142 13.116
C: -16.199 17.913 18.445
C: -15.167 16.888 19.041
C: -13.679 17.103 18.612
C: -13.512 17.193 17.144
N: -13.324 17.268 15.985
H: -16.016 18.940 18.761
H: -17.219 17.675 18.746
H: -16.236 17.957 17.357
H: -15.410 15.901 18.649
H: -15.291 16.849 20.123
H: -13.079 16.294 19.029
H: -13.271 18.056 18.948
C: -24.358 15.574 14.810
C: -25.707 16.217 15.199
C: -25.850 17.715 15.022
C: -24.810 18.497 15.668
N: -23.978 19.096 16.218
H: -24.159 15.729 13.750
H: -24.308 14.505 15.013
H: -23.602 16.030 15.451
H: -25.944 15.981 16.236
H: -26.542 15.673 14.757
H: -26.816 18.038 15.412
H: -25.822 17.920 13.952
C: -16.224 22.565 14.403
C: -16.776 22.313 15.809
C: -16.427 20.954 16.371
C: -15.014 20.673 16.605
N: -13.888 20.469 16.865
H: -15.146 22.432 14.319
H: -16.450 23.603 14.159
H: -16.764 21.904 13.724
H: -17.851 22.489 15.853
H: -16.277 23.059 16.427
H: -16.858 20.127 15.806
H: -16.864 20.926 17.369
C: -18.409 22.401 22.912
C: -18.937 21.570 21.722
C: -18.856 22.281 20.352
C: -17.453 22.641 19.921
N: -16.366 22.870 19.651
H: -18.790 23.419 22.841
H: -17.320 22.397 22.970
H: -18.800 22.050 23.867
H: -19.981 21.326 21.915
H: -18.355 20.650 21.777
H: -19.439 23.200 20.410
H: -19.381 21.624 19.658
C: -24.483 15.303 19.077
C: -24.401 16.820 19.140
C: -24.688 17.419 20.539
C: -25.939 17.042 21.167
N: -26.906 16.699 21.672
H: -23.719 14.900 19.742
H: -24.202 15.021 18.063
H: -25.486 14.953 19.319
H: -25.158 17.237 18.476
H: -23.416 17.098 18.765
H: -24.718 18.509 20.536
H: -23.917 17.233 21.286

Mulliken population analysis, charges in e, atoms 1 to 8:
1. C -1.47
2. C 0.81
3. C 0.74
4. C -0.06
5. N -0.55
6. H 0.36
7. H 0.39
8. H 0.31


Computed, not measured: a 6-piece molecular cluster, C48H94Br2ClF8N6O8S overall in a non-equilibrium geometry, with ωB97M-V/def2-TZVPD.

The calculation puts the energy relative to the best compared isomer or geometry (same formula, charge and spin) at 0.0000 eV. For the maximum force, the calculation gives 2.8 eV/A. For the LUMO energy, the calculation gives -0.1417 hartree. Its charge is +1. As for the spin multiplicity: 1. The value obtained for the electronic energy is -9620.80608 hartree. The value obtained for the HOMO energy is -10.223 eV. The value obtained for the HOMO-LUMO gap is 6.368 eV.

Positions of all 168 atoms, in Å:
C: 0.609 -1.354 7.599
C: -0.114 -2.620 8.043
C: -1.528 -2.763 7.445
Cl: -2.101 -4.455 7.422
C: -1.765 -2.135 6.089
C: -1.095 -2.599 4.926
S: -0.035 -4.021 5.068
C: -1.325 -1.988 3.676
C: -0.609 -2.428 2.428
Br: -1.272 -4.191 1.926
C: 0.927 -2.234 2.476
C: 1.766 -3.337 1.863
N: -2.233 -0.955 3.592
C: -2.462 -0.289 2.271
C: -1.350 0.699 1.985
O: -1.239 1.638 3.032
C: -0.187 1.400 3.928
C: 0.296 2.706 4.536
F: 1.527 2.479 5.047
F: 0.411 3.650 3.591
C: -0.620 3.213 5.694
F: -1.873 2.747 5.518
F: -0.159 2.671 6.835
C: -0.687 4.751 5.877
F: 0.528 5.276 5.675
F: -1.030 4.979 7.157
C: -1.716 5.481 4.977
F: -1.883 4.800 3.822
F: -2.899 5.545 5.596
C: -2.914 -0.483 4.686
C: -3.888 0.645 4.532
C: -5.364 0.176 4.526
C: -5.824 -0.523 3.239
C: -6.520 0.402 2.235
C: -7.834 0.916 2.789
O: -8.713 1.182 1.683
C: -9.601 2.175 1.905
C: -9.754 3.113 0.761
O: -10.191 2.258 2.914
C: -2.683 -1.049 5.968
C: -3.361 -0.437 7.185
C: -4.623 -1.174 7.715
C: -4.453 -1.827 9.093
Br: -6.066 0.145 7.897
H: 1.488 -1.218 8.222
H: 0.960 -1.452 6.575
H: -0.016 -0.471 7.712
H: 0.466 -3.501 7.798
H: -0.248 -2.619 9.122
H: -2.185 -2.306 8.156
H: 1.110 -3.474 4.651
H: -0.924 -1.851 1.584
H: 1.230 -2.023 3.500
H: 1.147 -1.323 1.921
H: 1.443 -3.507 0.839
H: 1.768 -4.259 2.432
H: 2.790 -2.975 1.786
H: -2.514 -1.061 1.514
H: -3.425 0.181 2.282
H: -0.401 0.193 1.822
H: -1.576 1.233 1.065
H: -0.474 0.747 4.759
H: 0.684 0.950 3.450
H: -1.346 6.479 4.750
H: -3.745 1.360 5.333
H: -3.698 1.218 3.637
H: -5.960 1.062 4.716
H: -5.510 -0.518 5.346
H: -5.023 -1.081 2.762
H: -6.561 -1.272 3.526
H: -6.767 -0.208 1.368
H: -5.876 1.230 1.946
H: -8.300 0.186 3.447
H: -7.699 1.831 3.362
H: -10.150 4.050 1.129
H: -10.422 2.678 0.022
H: -8.796 3.265 0.275
H: -2.634 -0.369 7.986
H: -3.631 0.590 6.983
H: -4.940 -1.922 6.997
H: -5.381 -1.801 9.646
H: -3.708 -1.279 9.667
H: -4.098 -2.849 8.990
C: 4.140 -4.429 -3.695
C: 3.314 -3.232 -3.234
C: 2.958 -3.247 -1.744
O: 1.928 -4.148 -1.388
C: 2.327 -5.497 -1.224
N: 2.124 -3.106 -4.080
H: 3.526 -5.319 -3.834
H: 4.611 -4.218 -4.653
H: 4.932 -4.665 -2.979
H: 3.923 -2.335 -3.389
H: 2.567 -2.257 -1.491
H: 3.847 -3.417 -1.118
H: 3.331 -5.565 -0.795
H: 2.298 -6.045 -2.168
H: 1.619 -5.965 -0.539
H: 1.627 -2.248 -3.843
H: 1.479 -3.845 -3.816
C: 0.779 0.524 -1.390
C: 0.846 0.824 -2.887
C: 0.412 2.246 -3.263
O: -0.984 2.480 -3.232
C: -1.521 2.739 -1.955
N: 0.090 -0.195 -3.620
H: -0.245 0.320 -1.070
H: 1.370 -0.364 -1.161
H: 1.169 1.357 -0.799
H: 1.895 0.735 -3.189
H: 0.704 2.415 -4.302
H: 0.932 2.994 -2.648
H: -0.806 3.295 -1.338
H: -1.820 1.820 -1.439
H: -2.414 3.349 -2.094
H: 0.245 -0.056 -4.618
H: -0.898 0.002 -3.487
C: 8.324 -5.484 -8.818
C: 7.489 -4.305 -8.327
C: 7.122 -4.369 -6.839
O: 6.102 -5.290 -6.508
C: 6.511 -6.640 -6.400
N: 6.312 -4.163 -9.189
H: 7.712 -6.369 -8.989
H: 8.796 -5.234 -9.766
H: 9.110 -5.740 -8.105
H: 8.095 -3.402 -8.451
H: 6.725 -3.391 -6.549
H: 8.012 -4.555 -6.222
H: 7.520 -6.719 -5.985
H: 6.473 -7.155 -7.363
H: 5.814 -7.137 -5.725
H: 5.821 -3.305 -8.959
H: 5.658 -4.904 -8.954
C: 2.220 1.908 -9.491
C: 0.904 1.319 -8.991
C: 0.745 1.336 -7.466
O: 1.503 0.362 -6.771
C: 2.868 0.677 -6.573
N: 0.737 -0.021 -9.559
H: 3.045 1.206 -9.381
H: 2.141 2.145 -10.551
H: 2.475 2.826 -8.957
H: 0.097 1.944 -9.386
H: -0.298 1.105 -7.234
H: 0.954 2.336 -7.060
H: 3.009 1.750 -6.402
H: 3.485 0.361 -7.417
H: 3.202 0.131 -5.690
H: -0.193 -0.369 -9.348
H: 1.365 -0.653 -9.071
C: 1.699 7.939 -1.699
C: 0.730 7.104 -0.868
C: 1.397 6.017 -0.017
O: 1.828 4.871 -0.730
C: 3.066 5.002 -1.406
N: -0.300 6.550 -1.750
H: 2.025 7.409 -2.594
H: 1.211 8.854 -2.030
H: 2.583 8.217 -1.122
H: 0.236 7.782 -0.165
H: 0.652 5.643 0.689
H: 2.226 6.430 0.573
H: 3.763 5.626 -0.841
H: 2.939 5.417 -2.408
H: 3.492 4.003 -1.502
H: -1.010 6.096 -1.181
H: 0.130 5.790 -2.272

Mulliken population analysis, charges in e, atoms 1 to 8:
1. C -0.85
2. C -0.73
3. C -0.65
4. Cl -0.09
5. C 1.05
6. C 1.27
7. S -0.01
8. C 1.21